Below is a molecular structure, C34H26LiN6O2, with properties calculated with wB97M-V/def2-TZVPD.

## Properties
ΔE to the lowest compared entry with this formula, charge and spin: 0.00 kcal per mole
calculated total energy: -1797.85926 Eh
M: 557.6 g/mol
net charge: -1
lowest unoccupied orbital energy: 2.01 eV
frontier orbital gap: 0.233 Ha

Structure (XYZ):
```
69
Properties=species:S:1:pos:R:3:forces:R:3
C 0.40906 -10.71254 -2.38485 0.0 -0.1 0.0
C -5.99126 -1.55217 0.48730 0.0 0.0 0.0
H 0.55027 -9.15321 -5.39333 0.0 0.0 0.0
H -4.61126 -3.04912 -0.18059 0.0 0.0 0.0
H 0.78237 -2.09945 -4.46164 0.0 0.0 0.0
N 0.47354 -7.25206 -1.18890 0.1 0.7 0.2
C 4.04272 0.93138 -1.13977 -0.1 -0.3 0.5
H 0.69992 -0.16786 -2.88789 0.0 0.0 0.0
N 5.02017 2.05877 -3.23814 0.0 0.0 0.0
C -2.44433 3.54754 -1.15372 0.0 0.1 0.0
H -2.37417 -2.52960 -0.76649 0.1 0.0 0.1
C -2.86322 1.30933 -0.29443 0.1 0.4 0.0
H 0.69602 -4.41402 -3.52643 0.0 0.0 0.0
C -6.19060 -0.19876 0.71191 -0.1 0.0 0.0
H -5.30336 1.73948 0.66998 0.1 0.0 0.0
Li 0.04326 -0.12909 0.53690 -0.1 0.4 -0.1
C 4.79809 0.00148 -0.42109 -0.1 0.1 -0.1
C 0.40527 -9.60045 -1.56920 0.0 0.2 0.0
H -1.79931 -0.93235 -0.79824 0.1 0.0 0.1
C 0.63378 -3.73634 -1.48967 0.0 -0.1 0.2
H -6.78571 -2.26427 0.67802 0.0 0.0 0.0
H -0.49309 4.34067 -0.74191 0.0 0.0 0.0
H 1.61021 -11.02730 -6.10289 0.0 0.0 0.0
H 5.77988 -0.28732 -0.77139 0.0 0.0 0.0
H 4.81058 -1.25998 1.31411 0.0 0.0 0.0
H 0.35688 -11.71250 -1.97320 0.0 0.0 0.0
H 0.83586 -12.62159 -6.25907 0.0 0.0 0.0
C 4.26091 -0.53370 0.73194 0.0 0.0 0.0
H -7.14177 0.16194 1.08490 0.0 0.0 0.0
C 0.54700 -5.10439 0.52302 0.0 -0.1 -0.5
H 0.27507 2.33275 0.41584 0.0 0.0 -0.1
C 0.61497 -2.57540 -0.68520 0.0 -0.3 -0.2
C 0.53223 -2.67112 0.77104 0.0 -0.1 0.2
C -1.53769 1.18767 0.19028 0.0 -0.3 -0.1
C 0.71018 -11.60912 -5.88218 0.0 0.0 -0.1
C 0.69277 -3.54436 -2.88474 0.0 0.2 -0.1
C -3.28717 2.46376 -0.96973 -0.1 -0.2 0.0
N 2.25532 0.72951 0.43265 -0.1 -0.1 0.2
C 0.52868 -3.98490 1.31494 0.0 0.2 0.1
C 0.52242 -9.29206 -4.32090 0.0 0.0 -0.1
O 0.46700 -1.63224 1.48484 0.1 -0.3 0.0
C -1.16276 3.49091 -0.63269 0.1 0.1 0.0
C 2.99399 -0.13008 1.13272 0.1 0.0 0.0
C -4.77130 -1.99186 0.00635 0.0 0.0 0.0
H 2.13406 1.93736 -1.22182 0.0 0.0 0.0
C 0.73116 -2.27375 -3.39533 0.0 -0.2 0.0
C 0.47053 -8.30888 -2.10508 -0.1 -0.7 -0.6
N 0.63670 -1.32847 -1.20894 -0.1 0.1 0.1
C -3.73449 -1.09725 -0.27708 -0.2 0.0 -0.1
H 0.35454 -9.70438 -0.49285 0.0 0.0 0.0
H 0.48712 -4.06647 2.39400 0.0 0.0 0.0
C -5.15270 0.68780 0.45936 0.0 -0.1 0.0
H 0.53063 -6.09100 0.96680 0.0 0.0 0.0
C 0.69639 -1.18609 -2.51122 0.0 0.2 0.1
H 2.53955 -0.51948 2.03436 0.0 -0.1 0.0
C 0.48003 -10.56563 -3.76675 0.0 -0.1 0.1
H -4.29109 2.50620 -1.38177 0.0 0.0 0.0
N 0.55715 -6.11049 -1.71830 0.0 -0.7 -0.1
H -0.14351 -11.14434 -6.38612 0.0 0.0 0.0
C 0.51663 -8.17878 -3.49563 0.0 0.1 0.3
C 4.57232 1.55130 -2.30877 0.1 0.2 -0.3
H 0.54567 -7.18604 -3.92104 0.0 0.0 0.0
C -0.73731 2.33225 0.01204 -0.2 0.1 -0.1
C 0.58392 -5.03334 -0.88070 0.0 0.6 0.6
O 0.49923 -11.72612 -4.49461 0.0 0.0 0.0
N -2.58797 -1.55406 -0.89456 0.1 0.0 -0.1
H -2.78917 4.42497 -1.68946 0.0 0.0 0.0
C -3.91519 0.27822 -0.03673 -0.1 0.0 0.1
C 2.76472 1.24491 -0.67244 0.1 0.2 -0.2
```
Forces are in eV/Å.